1.
C22H18F5N3O2SSe2Ti | ωB97M-V with the def2-TZVPD basis set

```
54
Properties=species:S:1:pos:R:3:nbo_charge:R:1
Ti 0.009 0.008 0.498 1.03
O 1.056 3.789 -0.575 -0.57
C 0.448 2.779 -0.288 0.66
N 0.684 1.909 0.740 -0.84
C 1.407 2.214 1.860 0.65
O 1.792 3.297 2.243 -0.56
C 1.696 0.972 2.692 0.10
C 2.351 1.108 3.903 -0.19
C 2.629 -0.029 4.643 -0.16
C 2.240 -1.264 4.146 -0.24
C 1.577 -1.314 2.933 0.05
N 1.303 -0.223 2.212 -0.52
C -0.690 2.318 -1.191 0.14
C -1.279 3.235 -2.044 -0.20
C -2.349 2.831 -2.824 -0.15
C -2.786 1.519 -2.735 -0.24
C -2.128 0.658 -1.876 0.06
N -1.098 1.040 -1.118 -0.51
H 2.621 2.102 4.228 0.25
H 3.138 0.044 5.595 0.22
H 2.432 -2.178 4.690 0.23
H 1.233 -2.257 2.524 0.20
H -0.889 4.242 -2.066 0.25
H -2.839 3.530 -3.489 0.23
H -3.624 1.162 -3.317 0.23
H -2.437 -0.377 -1.779 0.20
C 3.646 1.535 -0.830 -0.78
Se 2.483 0.866 -2.235 0.33
C 3.281 -0.905 -2.397 -0.59
C 3.025 -1.848 -1.237 -0.56
Se 1.145 -2.165 -0.799 0.36
C 0.402 -2.177 -2.593 -0.78
H 4.680 1.510 -1.165 0.22
H 3.521 0.955 0.082 0.21
H 3.342 2.565 -0.648 0.27
H 4.357 -0.774 -2.523 0.23
H 2.900 -1.318 -3.330 0.23
H 3.467 -1.475 -0.313 0.23
H 3.463 -2.825 -1.446 0.23
H 0.952 -2.879 -3.215 0.23
H 0.421 -1.175 -3.017 0.23
H -0.627 -2.517 -2.494 0.24
F -5.609 -3.353 -0.512 -0.29
C -4.791 -2.482 0.084 0.24
C -3.439 -2.751 0.195 0.31
F -2.931 -3.886 -0.300 -0.30
C -2.624 -1.828 0.814 0.25
F -1.292 -2.122 0.903 -0.31
C -3.060 -0.615 1.336 -0.24
S -1.950 0.503 2.066 -0.27
C -4.432 -0.384 1.208 0.32
F -4.961 0.748 1.672 -0.29
C -5.281 -1.291 0.599 0.28
F -6.584 -1.024 0.489 -0.29
```

Results
Expectation value of S²   2.008
E_tot   -209903.3854 eV
E_HOMO (alpha / beta)   -6.34 / -7.64 eV
LUMO energy (alpha / beta)   -0.1181 / -0.2175 eV
Multiplicity   3
Energy relative to the best compared isomer or geometry (same formula, charge and spin)   0.0 kcal/mol
Largest force on an atom   1.0 eV Å⁻¹
Gap between HOMO and LUMO (alpha / beta)   6.217 / 7.418 eV


2.
C22H18F6KN6O4S2 | ωB97M-V with the def2-TZVPD basis set

```
59
Properties=species:S:1:pos:R:3:nbo_charge:R:1
K -1.337 -0.102 0.140 0.92
C 4.069 -1.925 4.898 -0.62
C 3.396 -1.359 3.677 -0.09
C 3.914 -1.546 2.395 -0.20
C 3.278 -1.061 1.273 -0.27
C 2.059 -0.336 1.327 0.17
N 1.384 0.086 0.220 -0.73
C 2.092 0.491 -0.873 0.27
C 3.330 1.179 -0.790 -0.30
C 4.009 1.647 -1.893 -0.18
C 3.516 1.478 -3.188 -0.10
C 4.237 2.024 -4.392 -0.61
C 2.307 0.814 -3.301 -0.18
C 1.617 0.332 -2.196 0.03
N 0.389 -0.361 -2.484 -0.18
C 0.268 -1.655 -2.850 -0.03
C -1.041 -1.852 -3.228 -0.35
C -1.641 -0.593 -3.069 -0.07
N -0.770 0.308 -2.626 -0.29
C 1.558 -0.156 2.638 0.12
C 2.206 -0.657 3.760 -0.20
N 0.356 0.589 2.888 -0.19
C 0.289 1.872 3.301 -0.03
C -1.028 2.139 3.597 -0.36
C -1.693 0.929 3.338 -0.06
N -0.851 -0.007 2.919 -0.30
H 5.148 -2.000 4.753 0.20
H 3.701 -2.926 5.137 0.21
H 3.894 -1.298 5.774 0.21
H 4.840 -2.099 2.269 0.20
H 3.713 -1.248 0.300 0.21
H 3.748 1.352 0.194 0.21
H 4.948 2.171 -1.744 0.19
H 5.314 2.069 -4.218 0.20
H 3.904 3.035 -4.640 0.21
H 4.069 1.401 -5.272 0.21
H 1.863 0.650 -4.278 0.21
H 1.117 -2.315 -2.798 0.22
H -1.501 -2.771 -3.546 0.23
H -2.669 -0.291 -3.196 0.22
H 1.744 -0.474 4.726 0.21
H 1.179 2.476 3.339 0.22
H -1.454 3.069 3.931 0.23
H -2.747 0.702 3.393 0.22
F -4.673 -1.991 -2.783 -0.32
C -5.251 -2.516 -1.700 0.72
F -4.973 -3.822 -1.672 -0.32
F -6.570 -2.369 -1.813 -0.31
S -4.616 -1.742 -0.154 2.28
O -3.189 -1.948 -0.227 -0.98
O -5.331 -2.376 0.910 -0.92
N -5.042 -0.277 -0.471 -1.27
S -4.767 1.029 0.329 2.27
O -3.406 1.500 0.232 -0.97
O -5.397 1.106 1.614 -0.92
C -5.703 2.178 -0.766 0.72
F -5.600 3.416 -0.275 -0.32
F -6.995 1.856 -0.822 -0.31
F -5.211 2.174 -2.005 -0.31
```

Results
Total charge   -1
E_tot   -94540.1501 eV
E_HOMO   -4.10 eV
LUMO energy   2.5333 eV
Multiplicity   1
Energy relative to the best compared isomer or geometry (same formula, charge and spin)   0.0 kcal/mol
Largest force on an atom   0.3 eV Å⁻¹
Gap between HOMO and LUMO   6.635 eV


3.
C22H18FN3O3S | ωB97M-V with the def2-TZVPD basis set

```
48
Properties=species:S:1:pos:R:3:nbo_charge:R:1
O -3.645 4.445 4.429 -0.59
F 2.333 -2.239 -5.353 -0.33
N 1.144 -2.984 -0.493 -0.51
N 0.390 -0.834 0.215 -0.49
O -4.050 6.008 2.832 -0.69
O 2.021 0.662 -5.824 -0.51
S 0.956 -5.142 1.107 0.27
C -3.274 5.063 3.462 0.80
C -0.209 -2.829 3.055 -0.25
C -0.662 -1.639 3.518 -0.02
C 0.881 -1.675 -0.748 0.41
C 0.794 -3.456 0.703 0.13
C 0.042 -1.318 1.400 0.39
C 1.590 0.869 -3.531 -0.25
C 1.202 0.303 -2.287 -0.15
C 1.651 -1.862 -3.153 -0.24
C -0.783 1.289 3.878 -0.23
C -1.326 1.333 1.556 -0.24
C -1.077 2.666 3.939 -0.18
C -1.608 2.654 1.628 -0.18
C 1.972 -1.362 -4.390 0.37
C 1.922 0.043 -4.596 0.23
C 0.243 -2.644 1.671 -0.20
C 1.254 -1.063 -2.050 -0.11
C -0.892 0.609 2.651 0.22
C -1.495 3.361 2.817 -0.03
N -0.489 -0.710 2.514 -0.39
C 1.433 0.004 -6.964 -0.26
C 1.811 -5.764 -0.398 -0.73
C -1.873 4.828 2.856 -0.53
H -4.910 5.988 3.326 0.50
H -0.227 -3.758 3.592 0.23
H -1.094 -1.453 4.482 0.23
H 1.596 1.957 -3.642 0.23
H 0.895 0.985 -1.479 0.24
H 1.731 -2.952 -3.022 0.24
H -0.469 0.743 4.771 0.22
H -1.489 0.805 0.598 0.24
H -0.944 3.193 4.881 0.22
H -1.989 3.220 0.787 0.21
H 1.066 0.771 -7.675 0.19
H 2.130 -0.631 -7.534 0.19
H 0.493 -0.591 -6.734 0.18
H 1.939 -6.820 -0.422 0.23
H 2.793 -5.260 -0.491 0.23
H 1.218 -5.485 -1.266 0.23
H -1.823 5.293 1.860 0.24
H -1.173 5.378 3.521 0.25
```

Results
E_tot   -47271.7049 eV
E_HOMO   -7.98 eV
LUMO energy   0.1895 eV
Multiplicity   1
Energy relative to the best compared isomer or geometry (same formula, charge and spin)   0.0 kcal/mol
Largest force on an atom   3.0 eV Å⁻¹
Gap between HOMO and LUMO   8.168 eV


4.
C22H18N2O5S | ωB97M-V with the def2-TZVPD basis set

```
48
Properties=species:S:1:pos:R:3:nbo_charge:R:1
O -0.812 -3.542 0.842 -0.52
O 3.857 -5.089 -0.436 -0.34
O 5.376 -3.495 -0.605 -0.39
S -0.228 -2.261 4.696 -0.23
O -0.173 0.334 4.586 -0.67
O -0.516 3.798 -0.656 -0.50
C -0.551 -2.660 0.030 0.52
C -0.293 -0.817 3.869 0.40
C -3.796 -0.813 -2.054 -0.18
C -2.488 -0.641 -2.519 -0.22
C -4.031 -1.568 -0.903 -0.22
C -1.278 2.567 1.165 -0.24
C -1.429 -1.271 -1.856 -0.18
C -2.977 -2.164 -0.259 -0.16
C 2.611 -0.540 -0.050 -0.22
C 0.257 1.483 -0.393 -0.32
C -1.258 1.443 1.972 -0.18
C 3.595 -1.495 -0.227 -0.14
C 1.844 -3.175 -0.199 -0.07
C -0.484 2.623 -0.001 0.32
C -1.656 -2.003 -0.725 -0.10
C 0.860 -2.191 -0.025 -0.18
C 1.239 -0.843 0.062 0.02
C 0.316 0.321 0.457 0.02
C -0.446 0.304 1.628 0.09
C 3.204 -2.862 -0.278 0.00
N -0.473 -0.833 2.480 -0.62
N 4.186 -3.899 -0.440 0.50
C 0.567 5.631 -1.787 -0.62
C 0.625 4.134 -1.460 -0.07
H -0.092 0.062 5.506 0.52
H -4.648 -0.367 -2.606 0.22
H -2.256 -0.016 -3.378 0.22
H -5.063 -1.659 -0.537 0.22
H -1.808 3.454 1.424 0.23
H -0.404 -1.181 -2.215 0.22
H -3.147 -2.709 0.658 0.24
H 2.904 0.483 0.084 0.23
H 0.838 1.571 -1.307 0.22
H -1.801 1.442 2.935 0.24
H 4.640 -1.168 -0.369 0.26
H 1.490 -4.223 -0.225 0.26
H -0.172 -1.725 2.076 0.44
H -0.290 5.881 -2.421 0.21
H 1.459 5.878 -2.337 0.21
H 0.520 6.259 -0.906 0.22
H 1.539 3.983 -0.892 0.18
H 0.642 3.560 -2.404 0.17
```

Results
E_tot   -47155.9325 eV
E_HOMO   -8.32 eV
LUMO energy   -1.1923 eV
Multiplicity   1
Energy relative to the best compared isomer or geometry (same formula, charge and spin)   103.7 kcal/mol
Largest force on an atom   3.1 eV Å⁻¹
Gap between HOMO and LUMO   7.128 eV


5.
C22H19BrN6NaOS | ωB97M-V with the def2-TZVPD basis set

```
51
Properties=species:S:1:pos:R:3:nbo_charge:R:1
Na -0.436 -0.283 -0.275 0.86
N 2.019 0.515 -0.219 -0.65
N 2.621 1.737 0.091 -0.46
C 1.868 2.875 0.056 0.25
N 2.541 3.962 0.555 -0.81
S 0.309 2.969 -0.475 -0.20
H 1.577 0.106 0.600 0.37
H 2.685 -0.138 -0.608 0.38
H 3.374 1.725 0.771 0.36
H 3.545 3.980 0.477 0.37
H 2.071 4.840 0.407 0.41
Br 0.344 5.644 5.551 0.02
C -0.983 4.292 5.694 -0.10
C -1.043 3.516 6.837 -0.23
C -2.015 2.533 6.930 -0.25
C -2.898 2.294 5.883 0.18
C -2.838 3.109 4.753 -0.24
C -1.885 4.106 4.657 -0.23
N -3.934 1.342 6.119 -0.26
N -4.336 0.558 5.225 -0.11
C -3.671 0.324 4.030 -0.07
C -4.509 0.047 2.950 -0.12
C -4.074 0.008 1.646 -0.38
C -2.712 0.237 1.315 0.44
O -2.296 0.357 0.143 -0.73
C -1.776 0.285 2.471 0.14
N -0.454 0.245 2.182 -0.45
C 0.407 0.198 3.170 0.02
C 0.029 0.163 4.518 -0.25
C -1.301 0.218 4.826 -0.16
C -2.259 0.314 3.797 -0.09
H -0.345 3.677 7.646 0.22
H -2.096 1.926 7.822 0.22
H -3.527 2.952 3.934 0.23
H -1.833 4.724 3.771 0.23
H -5.562 -0.071 3.181 0.21
H -4.762 -0.149 0.826 0.21
H 1.459 0.159 2.903 0.17
H 0.779 0.080 5.292 0.21
H -1.622 0.161 5.857 0.22
C 0.251 -5.353 0.103 -0.27
C 1.405 -4.647 0.411 -0.27
C 1.451 -3.270 0.212 -0.22
C 0.388 -2.502 -0.299 -0.50
C -0.754 -3.278 -0.590 -0.28
C -0.837 -4.655 -0.401 -0.25
H 0.198 -6.425 0.259 0.19
H 2.267 -5.173 0.814 0.18
H 2.388 -2.778 0.481 0.14
H -1.646 -2.793 -0.987 0.17
H -1.753 -5.186 -0.643 0.19
```

Results
Total charge   -1
E_tot   -119404.4878 eV
E_HOMO   -4.00 eV
LUMO energy   1.9066 eV
Multiplicity   1
Energy relative to the best compared isomer or geometry (same formula, charge and spin)   4.1 kcal/mol
Largest force on an atom   1.1 eV Å⁻¹
Gap between HOMO and LUMO   5.904 eV